No. 1
{"formula": "C4H5NO2", "method": "ωB97M-V/def2-TZVPD", "spin_multiplicity": 1, "smiles": "Cc1coc(=O)[nH]1", "largest_force_ev_per_a": 0.8, "e_lumo_ev": 0.731, "energy_ha": -360.64067, "relative_energy_kcal_mol": 18.04, "symbols": ["C", "C", "C", "O", "C", "O", "N", "H", "H", "H", "H", "H"], "xyz": [[0.45, -1.68, -0.04], [-0.16, -0.32, -0.13], [-1.13, 0.22, 0.61], [-1.07, 1.60, 0.58], [0.15, 1.90, -0.02], [0.74, 2.92, 0.15], [0.57, 0.75, -0.72], [0.47, -2.21, -0.99], [1.48, -1.56, 0.32], [-0.11, -2.27, 0.70], [-1.85, -0.22, 1.27], [0.45, 0.86, -1.73]], "lowdin_charge": [-0.035, -0.307, -0.050, 0.069, -0.503, 0.151, 0.135, 0.077, 0.091, 0.082, 0.132, 0.158]}

---

No. 2
{"formula": "C4H5NO2", "method": "ωB97M-V/def2-TZVPD", "spin_multiplicity": 1, "smiles": "O=C=CON1CC1", "largest_force_ev_per_a": 1.0, "e_lumo_ev": 0.851, "energy_ha": -360.49701, "relative_energy_kcal_mol": 108.19, "symbols": ["O", "C", "C", "O", "N", "C", "C", "H", "H", "H", "H", "H"], "xyz": [[2.71, -0.13, -1.87], [2.28, -0.03, -0.78], [1.86, 0.17, 0.45], [0.59, -0.12, 0.90], [-0.23, -0.33, -0.25], [-1.55, -0.75, 0.20], [-1.32, 0.64, -0.25], [2.54, 0.54, 1.21], [-1.64, -0.94, 1.26], [-2.03, -1.47, -0.46], [-1.65, 0.97, -1.23], [-1.26, 1.41, 0.52]], "lowdin_charge": [0.157, -0.164, -0.134, -0.114, -0.093, -0.109, -0.101, 0.118, 0.114, 0.107, 0.105, 0.113]}